Entry 1:
124
Properties=species:S:1:pos:R:3 method="wB97M-V/def2-TZVPD" smiles=CCCNB1OBOB(CNC)O1.CC(C)O.CC(C)O.CC(C)O.CC(C)O.CC(C)O.CC(C)O.CC(C)O.CC(C)O
C 4.47951 -2.03369 -0.17861
C 4.94823 -0.69735 -1.00451
C 3.94198 -0.23989 -2.21621
N 3.07560 0.95118 -1.83095
B 1.66609 0.54219 -1.44482
O 1.15269 0.91926 -0.09792
B 0.04038 -0.00981 0.22343
O 0.24570 -1.43801 -0.19720
B 0.40625 -1.50010 -1.68363
C 0.22373 -2.85163 -2.60143
N 0.66729 -4.14059 -1.94705
C 2.17109 -4.29697 -1.90474
O 0.73232 -0.18399 -2.33812
H 5.07327 -2.03265 0.85145
H 4.79832 -3.05138 -0.71070
H 3.32092 -2.09684 -0.01116
H 5.05761 0.17418 -0.20512
H 6.04137 -0.87864 -1.44112
H 3.30382 -1.10905 -2.68402
H 4.64308 0.15050 -3.09992
H 2.95956 1.48577 -2.74142
H -0.92142 0.36706 0.80152
H -0.90785 -2.93077 -2.96952
H 0.88034 -2.68054 -3.58079
H 0.21640 -4.30930 -1.02131
H 2.45379 -4.45219 -0.75543
H 2.73370 -3.33512 -2.26287
H 2.55386 -5.28456 -2.44503
C 0.03452 3.55828 3.32083
C 1.55215 3.59277 3.40588
C 2.16152 4.24651 2.17590
O 2.04858 2.26233 3.52831
H -0.29630 2.97568 2.45375
H -0.38966 3.07406 4.20695
H -0.37943 4.56834 3.24162
H 1.85820 4.14063 4.30372
H 1.90602 3.68828 1.26814
H 3.25449 4.25318 2.24523
H 1.81137 5.27722 2.06232
H 1.78150 1.76830 2.73539
C -3.85408 4.32347 -0.77546
C -2.67827 3.45371 -0.36000
C -1.92631 2.92322 -1.57025
O -3.15310 2.35814 0.41833
H -4.57362 3.75112 -1.37159
H -4.39321 4.68810 0.10544
H -3.52007 5.18436 -1.36297
H -1.99663 4.03346 0.27183
H -2.57760 2.30121 -2.19464
H -1.09043 2.28902 -1.25637
H -1.53448 3.74209 -2.18162
H -3.75926 1.83768 -0.13467
C 3.66406 -1.40775 6.06933
C 4.18817 -1.46264 4.64317
C 4.43860 -0.06853 4.09062
O 3.24054 -2.13462 3.81738
H 2.71005 -0.87073 6.11590
H 3.47672 -2.41765 6.44960
H 4.37783 -0.91021 6.73329
H 5.11717 -2.04235 4.61442
H 3.51195 0.51604 4.06711
H 4.80365 -0.12307 3.05951
H 5.17558 0.46921 4.69523
H 2.41229 -1.62695 3.83690
C -5.78652 -0.24771 -2.07768
C -6.35000 1.13918 -2.34347
C -7.12547 1.66152 -1.14456
O -7.21157 1.08940 -3.47781
H -6.59013 -0.96613 -1.88074
H -5.24149 -0.61596 -2.95343
H -5.10688 -0.23990 -1.21984
H -5.53317 1.82884 -2.58240
H -7.97660 1.01067 -0.91450
H -7.53559 2.65505 -1.35466
H -6.48602 1.72659 -0.25872
H -7.93996 0.47921 -3.27476
C 1.91050 -7.42438 2.27197
C 1.34702 -6.03749 2.00618
C 0.57154 -5.51515 3.20508
O 0.48545 -6.08727 0.87184
H 1.10689 -8.14280 2.46891
H 2.45553 -7.79263 1.39622
H 2.59013 -7.41657 3.12981
H 2.16385 -5.34783 1.76724
H -0.27959 -6.16600 3.43515
H 0.16142 -4.52162 2.99499
H 1.21100 -5.45008 4.09093
H -0.24295 -6.69746 1.07488
C -6.25643 5.11190 -6.43669
C -5.35072 4.99910 -5.22072
C -4.43294 3.79132 -5.32330
O -6.14959 4.88660 -4.04571
H -6.90005 4.22991 -6.52917
H -6.91982 5.97839 -6.34336
H -5.67178 5.21571 -7.35608
H -4.75055 5.91024 -5.12293
H -5.01199 2.86244 -5.37637
H -3.79568 3.71575 -4.43582
H -3.79359 3.85550 -6.20929
H -6.68606 4.08023 -4.12372
C 8.37426 -1.10276 9.45287
C 7.54574 -0.87915 8.19781
C 7.74941 0.52101 7.64134
O 6.16649 -1.07021 8.50225
H 8.08557 -0.40093 10.24330
H 8.20822 -2.11023 9.84915
H 9.44221 -0.97842 9.24818
H 7.81955 -1.62025 7.43903
H 7.43858 1.28047 8.36766
H 7.13767 0.67187 6.74555
H 8.79861 0.69408 7.38233
H 5.91447 -0.41638 9.17538
C -3.92574 -1.43491 -6.08285
C -4.75426 -1.21129 -7.33791
C -4.55059 0.18886 -7.89437
O -6.13351 -1.40235 -7.03347
H -4.21443 -0.73307 -5.29242
H -4.09178 -2.44237 -5.68656
H -2.85779 -1.31057 -6.28753
H -4.48045 -1.95239 -8.09668
H -4.86142 0.94833 -7.16805
H -5.16233 0.33972 -8.79016
H -3.50139 0.36193 -8.15338
H -6.38553 -0.74852 -6.36034

Entry 2:
10
Properties=species:S:1:pos:R:3 method="wB97M-V/def2-TZVPD" total_charge=-1 smiles=CNC[O-]
C -0.85002 -0.99656 0.11157
N -0.47613 0.38371 -0.27220
C 0.93139 0.89189 0.12626
O 1.76426 0.91714 -0.89935
H -0.32655 -1.75909 -0.52884
H -1.93832 -1.07913 0.22031
H -0.48366 -1.12066 1.11073
H -0.65173 0.57132 -1.23371
H 1.19515 0.25438 0.87611
H 0.83560 1.93699 0.48912

Number 1: E_HOMO -8.31 eV. Number 2: E_HOMO -2.01 eV.